{"formula": "C5H11NOS", "method": "wB97M-V/def2-TZVPD", "elements": ["H", "C", "C", "H", "H", "H", "H", "N", "S", "H", "C", "H", "H", "H", "C", "O", "H", "C", "H"], "coordinates": [[-0.28, -1.33, 0.60], [1.40, -0.47, 1.53], [2.13, -0.20, -1.11], [2.26, 0.66, -1.78], [-0.69, 1.95, -0.73], [2.72, -1.07, -1.40], [1.75, -0.99, 2.41], [-0.76, 0.94, -0.54], [2.53, 0.39, 0.59], [1.06, -0.39, -1.10], [-0.57, 0.76, 0.89], [-0.31, 1.60, 1.54], [-1.49, -1.26, -2.46], [-2.68, 1.50, 0.45], [-0.05, -0.56, 1.34], [-2.58, -0.48, 0.16], [-1.96, -0.87, -2.90], [-2.01, 0.67, 0.23], [-0.47, -0.84, 2.29]], "molar_mass_g_mol": 133.22, "de_lowest_kcal_mol": 162.48, "largest_force_ha_per_bohr": 0.0456, "charge": 0, "spin_multiplicity": 1, "total_energy_ha": -725.065953, "orbital_gap_ev": 4.9, "e_homo_ev": -7.08}